(1)
{
  "formula": "C5H10N2O",
  "method": "ωB97M-V with the def2-TZVPD basis set",
  "symbols": ["C", "C", "N", "C", "C", "C", "O", "N", "H", "H", "H", "H", "H", "H", "H", "H", "H", "H"],
  "xyz": [[-0.632, -0.258, 2.196], [1.496, -0.902, -0.978], [-1.124, 0.227, 0.923], [-0.317, 0.876, 0.129], [0.086, -0.393, -1.141], [0.098, 2.123, -0.015], [-0.827, -1.479, -0.366], [-0.325, -0.083, -2.332], [-1.730, -1.374, -0.702], [-1.320, 0.136, -2.360], [-0.740, 0.578, 2.900], [-1.262, -1.075, 2.545], [0.416, -0.568, 2.180], [1.659, -1.731, -1.667], [1.690, -1.232, 0.041], [2.188, -0.096, -1.225], [0.685, 2.382, -0.887], [-0.038, 2.869, 0.757]],
  "de_lowest_kcal_mol": 134.66,
  "lumo_energy_ev": [-1.276, -0.562],
  "e_homo_ev": [-8.97, -8.90],
  "e_tot_ha": -381.07085
}

(2)
{
  "formula": "C4H12N2",
  "method": "ωB97M-V with the def2-TZVPD basis set",
  "symbols": ["C", "C", "N", "H", "H", "H", "H", "H", "H", "H", "N", "C", "C", "H", "H", "H", "H", "H"],
  "xyz": [[-1.613, -0.355, 0.708], [-1.133, 1.352, 0.011], [-1.401, -1.410, -0.143], [-0.415, -1.391, -0.523], [-2.063, -1.455, -0.909], [-2.658, -0.202, 0.970], [-0.953, -0.376, 1.569], [-1.759, 1.898, 0.720], [-0.208, 1.915, 0.158], [-1.648, 1.470, -0.945], [0.912, -0.276, -1.149], [2.095, -0.300, -0.431], [2.198, -0.284, 0.902], [0.096, 0.475, -0.700], [1.050, -0.142, -2.141], [3.004, -0.353, -1.028], [3.161, -0.341, 1.381], [1.335, -0.227, 1.550]],
  "de_lowest_kcal_mol": 73.17,
  "lumo_energy_ev": 1.053,
  "e_homo_ev": -8.05,
  "e_tot_ha": -268.99974
}

(3)
{
  "formula": "C4H10O2",
  "method": "ωB97M-V with the def2-TZVPD basis set",
  "symbols": ["C", "C", "C", "C", "H", "H", "H", "H", "H", "H", "H", "H", "H", "H", "O", "O"],
  "xyz": [[2.270, 0.119, 0.261], [0.130, -0.815, -0.331], [-0.783, 0.248, 0.167], [-2.187, -0.298, -0.042], [3.361, 0.274, 0.041], [1.920, 1.166, 0.504], [2.082, -0.352, 1.197], [0.353, -1.520, 0.398], [-0.170, -1.184, -1.409], [-0.606, 0.501, 1.246], [-2.337, -1.289, 0.454], [-2.164, -0.398, -1.105], [-2.990, 0.473, 0.295], [0.341, 1.792, -0.412], [1.399, -0.121, -0.824], [-0.619, 1.405, -0.440]],
  "de_lowest_kcal_mol": 65.82,
  "lumo_energy_ev": 0.889,
  "e_homo_ev": -9.64,
  "e_tot_ha": -308.79327
}

(4)
{
  "formula": "C4H13N2O",
  "method": "ωB97M-V with the def2-TZVPD basis set",
  "symbols": ["C", "C", "C", "C", "N", "N", "H", "H", "H", "H", "H", "H", "H", "H", "H", "H", "H", "H", "H", "O"],
  "xyz": [[0.506, -1.010, 2.600], [1.566, -0.831, 1.451], [0.760, -0.536, 0.177], [0.071, 0.635, 0.308], [-0.444, 1.039, -1.083], [0.380, -1.615, -0.672], [-0.408, -1.653, 2.430], [0.144, -0.011, 2.927], [0.760, -1.531, 3.531], [1.961, -1.795, 1.315], [2.188, -0.060, 1.850], [0.238, 1.418, 1.040], [-1.403, 1.101, -1.400], [0.182, 1.848, -1.309], [-0.038, 0.229, -1.634], [-0.570, -2.049, -0.525], [1.087, -2.293, -0.981], [-2.777, 2.811, -2.849], [-2.168, 2.185, -4.042], [-2.034, 2.119, -3.133]],
  "de_lowest_kcal_mol": 77.00,
  "lumo_energy_ev": -3.380,
  "total_charge": 1,
  "e_homo_ev": -13.39,
  "e_tot_ha": -344.64415
}